Formula: C31H35Br2N6NdO2Si
Source: the OMol25 dataset
Level of theory: the ωB97M-V functional and the def2-TZVPD basis

Last column: Mulliken charge in e.
Cartesian coordinates (Å):
Nd -0.303920 0.041365 0.051874  0.1476
C 1.416209 3.977962 -2.385138  -1.0334
C 0.976680 2.690616 -2.038711  -0.2921
N 0.575399 2.362750 -0.768301  0.4946
C 0.456633 3.365996 0.139879  0.0998
C 0.689762 4.752572 -0.175649  0.8243
C 1.339527 4.958234 -1.435916  -0.7357
C 0.402817 5.739001 0.795761  -0.8473
C -0.200622 5.377808 1.992514  -0.8611
C -0.328561 4.038444 2.356920  -0.7622
C 0.039421 3.020211 1.491025  0.2786
N 0.020894 1.707212 1.864257  0.2214
C 0.333661 1.277375 3.113855  0.6456
C 0.966385 2.026222 4.125735  -0.6442
C 1.320833 1.485405 5.324103  -0.7654
C 1.163341 0.125522 5.613706  -1.0914
C 0.388453 -0.674525 4.691985  0.4641
C 0.243842 -2.055969 4.899611  -0.4984
C -0.183882 -2.870820 3.908633  -0.9227
C -0.488194 -2.256816 2.689944  -0.0502
N -0.432698 -0.955595 2.431904  0.3959
C 0.027692 -0.111464 3.443054  -0.0297
H 1.776363 4.093448 -3.383019  0.4354
H 0.919096 1.886941 -2.757762  0.5863
H 1.739109 5.923904 -1.682817  0.4160
H 0.729543 6.780414 0.574930  0.3214
H -0.672399 6.122719 2.606100  0.4190
H -0.720117 3.746505 3.341666  0.7008
H 1.174571 3.070337 3.918713  0.6465
H 1.843312 2.053101 6.113822  0.3282
H 1.584384 -0.257547 6.572185  0.2887
H 0.638129 -2.450796 5.830802  0.3919
H -0.278307 -3.977795 4.045402  0.3928
H -0.929947 -2.889232 1.945187  0.2867
C 3.834986 0.354742 -0.147690  -1.0297
C 3.276564 -1.023205 -0.166761  0.4399
C 4.094505 -2.159676 -0.469897  -0.8145
C 3.517085 -3.406584 -0.743672  -0.6520
C 2.156013 -3.509333 -0.827132  -0.8284
C 1.325491 -2.344405 -0.463388  0.8398
N 1.932320 -1.154279 -0.122159  0.2461
N -0.003153 -2.342261 -0.575427  0.3135
Si -1.055070 -3.686435 -1.062190  0.2658
C -0.657065 -3.969706 -2.906041  -1.0507
C -0.749014 -5.271915 -0.049118  -1.4895
C -2.822698 -3.084956 -0.715545  -1.0138
H 3.083988 1.065050 0.279670  0.0307
H 4.095116 0.771102 -1.170919  0.1746
H 4.770490 0.404247 0.463886  0.4395
H 5.167296 -2.009334 -0.420406  0.4106
H 4.125886 -4.308799 -0.833156  0.4071
H 1.661147 -4.467782 -0.969782  0.2645
H 0.066568 -4.784273 -3.074931  0.3145
H -0.428256 -2.990985 -3.357206  0.1562
H -1.538344 -4.356164 -3.455889  0.3792
H -0.339842 -6.164329 -0.526786  0.3697
H -1.663680 -5.533247 0.423284  0.5421
H -0.096706 -5.015454 0.799518  0.3891
H -3.190316 -2.661001 -1.653695  0.2491
H -2.910557 -2.362575 0.128349  0.0857
H -3.427757 -3.943919 -0.561286  0.5647
N -0.608781 2.176672 -4.865567  -0.3779
C -1.121145 0.833443 -4.987188  -0.6208
C -2.118618 0.471949 -3.859911  -0.8273
C -1.488247 0.403258 -2.472197  1.2229
O -0.269733 -0.010786 -2.264554  -0.6868
O -2.187801 0.803221 -1.468949  -0.6653
H -1.223272 2.948389 -4.737181  0.1711
H 0.164047 2.417366 -5.510394  0.2157
H -0.296897 0.130509 -4.999092  0.3144
H -1.811725 0.656951 -5.903785  0.2796
H -2.586412 -0.485747 -4.069888  0.3185
H -2.874329 1.271204 -3.843421  0.3265
Br -5.702808 2.478447 0.601491  -0.1540
C -4.872254 0.691298 0.277252  -0.3381
Br -3.306747 0.338188 1.321211  0.0928
H -4.578730 0.787709 -0.787334  0.0232
H -5.568957 -0.080097 0.491624  0.4497

Forces on the atoms, in the same order (eV/Å):
Nd -0.1 0.1 0.0
C -0.5 -1.0 0.9
C -0.7 -0.6 2.3
N 0.7 0.8 -2.0
C -0.5 0.6 0.6
C 0.9 -1.5 -0.1
C -0.6 0.4 0.3
C 0.3 0.8 0.0
C 0.1 0.3 -1.1
C -0.3 -0.3 -0.1
C 0.5 0.5 0.2
N 0.0 -1.1 -0.9
C -0.3 -0.3 0.9
C -0.9 0.7 -1.7
C 1.1 -2.0 2.2
C -0.9 0.7 0.1
C 1.7 1.2 0.5
C 0.7 -0.2 0.6
C -0.1 -0.9 0.2
C -1.0 0.4 -0.2
N 0.3 -0.1 1.1
C 0.4 -0.5 -0.7
H 0.3 0.5 -0.4
H 0.2 0.0 0.0
H -0.1 0.5 0.1
H -0.7 -0.8 0.2
H 0.4 0.4 0.4
H 0.1 0.3 -0.6
H 0.1 -0.2 0.1
H -0.3 0.0 -0.8
H -0.7 0.1 -1.0
H -0.3 0.0 0.1
H 0.1 1.2 -0.3
H 0.1 0.0 -0.7
C 0.5 1.5 0.4
C 0.2 -2.5 -1.6
C -0.4 1.8 0.8
C -0.2 0.1 0.3
C -0.8 1.0 1.1
C 0.9 -1.3 -1.3
N -0.1 -0.2 -0.2
N -0.8 -0.5 0.9
Si 1.4 0.8 0.0
C -1.3 -0.5 -0.1
C 0.7 0.7 0.2
C 1.0 0.6 -0.4
H 0.6 -0.5 -0.2
H -0.4 -0.8 1.0
H -0.7 0.0 -0.5
H -0.1 -0.2 -0.1
H 0.0 0.4 -0.2
H 0.1 0.3 -0.2
H 0.3 0.8 0.1
H 0.4 -0.5 0.1
H 0.1 0.3 0.3
H 0.0 0.2 -0.2
H -1.1 -0.5 0.3
H 0.1 0.0 -0.3
H -0.1 0.4 0.2
H 0.0 -0.6 -0.7
H -0.7 -0.8 0.5
N 1.8 -0.2 -0.3
C -2.3 -0.4 -0.9
C 1.2 0.8 0.3
C 0.9 0.4 1.5
O -2.2 0.6 -1.8
O 0.9 -0.7 -1.1
H -0.7 0.2 -0.1
H -1.0 -0.4 0.6
H 0.1 -0.1 -0.1
H 1.4 0.3 0.8
H -0.1 -0.1 -0.1
H 0.0 -0.5 0.2
Br 0.4 -1.0 0.1
C 0.5 1.7 -1.3
Br -0.2 0.1 0.6
H 0.0 -0.5 0.8
H -0.6 -0.4 0.1

Calculated values
spin multiplicity: 4
max |F|: 3.2 eV/A
energy: -208995.73845 eV

Formula: C10H21FNO3
Source: the OMol25 dataset
Level of theory: the ωB97M-V functional and the def2-TZVPD basis

Last column: Mulliken charge in e.
Cartesian coordinates (Å):
N -1.533824 -0.533465 3.802815  -0.6681
C -1.522545 -0.184651 2.404157  1.3553
O -0.362023 -0.763767 1.802699  -0.5808
C -2.759025 -0.770294 1.718494  -1.1326
C -4.037942 -0.314341 2.362759  -0.3862
F -5.105304 -0.868656 1.632345  -0.3477
C -1.532452 1.343132 2.178669  0.0586
O -1.336206 1.737349 1.002093  -0.6439
O -1.788842 2.057595 3.176574  -0.7922
H -0.814246 -1.202194 4.013857  0.2407
H -1.472170 0.294093 4.379944  0.2690
H -0.654556 -1.418863 1.168886  0.3386
H -2.794989 -0.475455 0.673354  0.2499
H -2.711971 -1.853118 1.845431  0.4602
H -4.149313 0.763292 2.346153  0.2907
H -4.137836 -0.694450 3.369167  0.2451
C 3.418877 -1.512217 -2.746908  -1.1882
C 3.169856 -0.006806 -2.754018  -0.4004
C 2.809498 0.555357 -1.379096  -0.8987
C 1.520004 0.004615 -0.766950  -0.3915
C 0.268816 0.202242 -1.616498  -0.1513
C -0.073350 1.666036 -1.853794  -1.2928
H 2.526470 -2.066271 -2.453943  0.2790
H 3.709962 -1.858518 -3.741488  0.3826
H 4.224831 -1.770263 -2.055924  0.2822
H 2.384559 0.230667 -3.476530  0.2397
H 4.075563 0.495806 -3.108827  0.3700
H 2.740970 1.644189 -1.452209  0.3481
H 3.635453 0.353492 -0.687605  0.4086
H 1.360123 0.482221 0.201430  0.2333
H 1.645018 -1.063011 -0.554808  0.3960
H -0.572062 -0.269233 -1.102642  0.0302
H 0.373268 -0.317363 -2.578035  0.3990
H -0.222254 2.178477 -0.904470  0.2714
H -0.996635 1.753848 -2.430560  0.3658
H 0.714279 2.180526 -2.414523  0.3604

Forces on the atoms, in the same order (eV/Å):
N -0.4 -0.1 0.4
C 0.0 -0.4 -0.2
O 0.2 0.0 0.2
C -0.1 0.1 0.4
C -0.1 -0.2 -0.2
F -0.3 0.0 -0.2
C 0.1 1.5 -0.4
O -0.1 -0.6 0.4
O 0.0 -0.4 0.1
H 0.2 0.0 0.0
H 0.1 0.2 -0.1
H 0.0 -0.1 -0.2
H 0.2 -0.1 -0.2
H 0.0 -0.2 -0.2
H 0.0 0.2 0.0
H 0.1 0.1 0.3
C 0.0 0.1 -0.2
C 0.1 0.0 0.1
C 0.0 0.0 0.0
C 0.1 0.0 0.0
C 0.0 0.0 0.0
C 0.1 0.1 -0.1
H 0.0 0.0 0.0
H 0.0 0.0 0.0
H 0.0 0.0 0.0
H 0.0 0.0 0.0
H 0.0 0.0 0.0
H 0.0 0.0 0.0
H 0.0 0.0 0.0
H -0.1 0.0 0.0
H 0.0 0.0 0.0
H 0.0 0.1 0.1
H 0.0 0.0 0.0
H -0.1 -0.1 0.0
H 0.0 0.0 0.0
H 0.0 0.0 0.0

Calculated values
max |F|: 1.5 eV/A
energy: -21063.03884 eV
total charge: -1

Formula: C7H9NO
Source: the OMol25 dataset
Level of theory: the ωB97M-V functional and the def2-TZVPD basis

Last column: Mulliken charge in e.
Cartesian coordinates (Å):
C 2.064355 -1.309702 -1.020826  0.0624
C 1.285400 -0.467104 -0.675592  -1.1475
C 0.341522 0.583288 -0.275451  1.4578
C 1.132517 1.834801 0.126978  -1.6368
O -0.506488 0.958229 -1.363673  -0.6043
C -0.520660 0.106095 0.926725  -0.8229
C -1.721476 -0.748392 0.580059  -0.3608
C -1.352028 -1.955691 -0.532618  -0.1788
N -1.235934 -2.782044 0.285305  -0.3056
H 2.712029 -2.106048 -1.277451  0.4887
H 1.787437 2.135074 -0.688997  0.3949
H 0.434427 2.646494 0.333116  0.4091
H 1.737019 1.638414 1.012246  0.3387
H -0.663174 0.174663 -1.909714  0.4384
H 0.113158 -0.410044 1.648568  0.4001
H -0.932139 0.997902 1.411349  0.3476
H -2.427506 -0.209968 -0.049736  0.3108
H -2.248460 -1.085966 1.469712  0.4081

Forces on the atoms, in the same order (eV/Å):
C -0.2 0.1 0.2
C 0.1 -0.2 -0.2
C -0.2 0.2 0.3
C -0.2 -0.1 -0.1
O 0.1 -0.1 0.0
C 0.0 -0.1 -0.2
C -0.3 0.9 -1.2
C 0.0 0.5 1.5
N 0.1 -1.1 -0.4
H 0.2 -0.1 -0.1
H 0.0 0.0 0.0
H 0.0 0.0 0.0
H 0.0 0.0 0.0
H 0.0 0.1 0.1
H 0.0 0.0 0.0
H 0.0 0.0 0.0
H 0.0 0.2 0.3
H 0.2 -0.3 -0.2

Calculated values
max |F|: 1.6 eV/A
energy: -10938.05725 eV
structure (SMILES): C#C[C@@](C)(O)CCC#N

Formula: C30H37NO4PRhSe2
Source: the OMol25 dataset
Level of theory: the ωB97M-V functional and the def2-TZVPD basis

Last column: Mulliken charge in e.
Cartesian coordinates (Å):
Rh 1.060594 0.166350 -0.215106  0.4871
O -2.705111 1.949247 -3.358232  -0.5588
C -1.707643 2.545700 -2.544437  0.0344
C -0.370037 2.506865 -3.272109  2.2382
C -0.523130 3.325926 -4.569720  -1.5285
O 0.652472 3.367843 -5.367923  -0.5551
C 0.704910 3.205558 -2.433709  -1.6356
Se 0.860241 2.762459 -0.532650  -0.0622
C 0.006503 1.074909 -3.673016  -1.6030
Se -0.070385 -0.352326 -2.323897  -0.3981
H -3.412774 1.642156 -2.783735  0.3350
H -1.599442 2.003387 -1.603369  -0.7372
H -1.969833 3.588376 -2.310823  0.5189
H -0.861637 4.338947 -4.315807  0.4924
H -1.292588 2.858482 -5.179524  0.4724
H 1.299143 3.943181 -4.951399  0.3562
H 0.543167 4.284279 -2.448746  0.4637
H 1.693129 2.998798 -2.849948  0.5551
H 1.011769 1.059013 -4.089178  0.5472
H -0.681701 0.736642 -4.443091  0.4707
C 2.722247 -3.026062 -2.582243  -1.2364
C 3.558075 -2.485783 -1.418509  0.3913
C 3.972375 -1.040942 -1.680366  -1.3118
C 2.894450 -2.699918 -0.047421  -0.5841
C 2.693534 -4.195625 0.247222  -0.5299
O 1.351352 -4.290257 0.742748  -0.4741
C 0.805271 -3.050747 0.656712  0.2737
N 1.548969 -2.131113 0.195219  1.0071
C -0.556932 -2.996192 1.255554  0.1454
C -1.130305 -4.240659 1.555027  -1.0893
C -2.321870 -4.350123 2.242329  -0.7476
C -2.968866 -3.205614 2.679540  -0.8805
C -2.425725 -1.971922 2.378555  -0.1989
C -1.241735 -1.836860 1.648486  0.0860
P -0.724206 -0.104133 1.315654  2.0975
C -2.271104 0.672808 0.737186  0.1507
C -2.445881 2.046564 0.919024  -0.5826
C -3.559320 2.692308 0.401233  -0.8255
C -4.498609 1.979103 -0.331327  -0.5725
C -4.310178 0.620907 -0.554716  -0.9405
C -3.202146 -0.028542 -0.026095  -0.1966
C -0.481847 0.501377 3.022734  0.7092
C 0.799281 0.299252 3.541814  -0.5708
C 1.100235 0.696849 4.835989  -0.6961
C 0.131930 1.311557 5.617816  -0.5813
C -1.142519 1.514536 5.107437  -0.8038
C -1.452516 1.110442 3.815711  -0.1668
H 3.196146 -2.764102 -3.529686  0.4469
H 1.724697 -2.582627 -2.577679  0.0762
H 2.617643 -4.112357 -2.560564  0.3772
H 4.480773 -3.074765 -1.345437  0.2566
H 3.100487 -0.400271 -1.782249  -0.0007
H 4.534026 -0.977226 -2.615333  0.5226
H 4.579597 -0.638204 -0.868266  0.3307
H 3.543428 -2.246366 0.705521  0.4737
H 3.372970 -4.580476 1.004490  0.2521
H 2.769768 -4.813832 -0.643683  0.3410
H -0.613160 -5.134536 1.243492  0.5147
H -2.734200 -5.328102 2.454637  0.3937
H -3.888378 -3.271784 3.248065  0.4517
H -2.935974 -1.076326 2.711188  0.3131
H -1.697988 2.615218 1.460151  0.6386
H -3.688602 3.754894 0.565538  0.4666
H -5.372781 2.480049 -0.728707  0.3681
H -5.027193 0.062016 -1.144305  0.4331
H -3.057135 -1.084564 -0.215783  0.4193
H 1.564931 -0.134131 2.903279  0.1727
H 2.097418 0.542442 5.228908  0.4313
H 0.369098 1.640997 6.621893  0.3875
H -1.902972 1.990003 5.715055  0.4186
H -2.455797 1.264431 3.439703  0.3978
C 3.193517 1.640864 1.546511  -1.0257
O 2.726378 0.437858 1.024470  -0.4136
H 3.793641 1.468525 2.452790  0.2351
H 2.387460 2.337651 1.836575  0.3161
H 3.840594 2.187715 0.840531  0.2403

Forces on the atoms, in the same order (eV/Å):
Rh 0.4 0.8 0.0
O 0.0 0.1 0.0
C 0.1 0.0 0.0
C 0.0 -0.2 -0.1
C 0.0 0.0 0.0
O -0.1 -0.1 0.0
C 0.0 0.1 0.2
Se -0.1 -0.2 -0.1
C -0.1 0.0 0.2
Se 0.2 -0.2 0.1
H 0.0 0.0 0.0
H -0.1 -0.1 0.0
H 0.0 0.0 0.0
H 0.0 0.0 0.0
H 0.0 0.0 -0.1
H 0.0 0.0 0.0
H 0.0 0.0 -0.1
H 0.0 0.0 0.0
H 0.0 0.0 0.0
H 0.0 0.0 -0.1
C 0.0 0.0 0.1
C -0.2 0.1 -0.1
C 0.1 -0.1 0.1
C 0.2 -0.1 0.1
C 0.1 0.1 0.0
O 0.0 -0.1 0.1
C 0.2 0.0 0.1
N -0.1 0.1 -0.3
C -0.1 -0.1 0.0
C 0.1 0.0 -0.1
C 0.0 0.0 0.0
C 0.0 0.0 0.0
C 0.0 0.0 -0.1
C -0.1 0.1 0.0
P -0.3 -0.1 0.2
C 0.0 0.1 0.0
C 0.0 -0.1 0.0
C 0.0 0.0 0.0
C 0.0 0.0 0.0
C 0.0 0.0 0.0
C 0.0 0.0 0.0
C 0.2 0.1 0.0
C 0.0 0.0 -0.1
C 0.0 0.0 0.0
C 0.0 0.0 0.0
C 0.0 0.0 0.0
C 0.0 -0.1 0.1
H 0.0 0.0 0.0
H 0.0 0.0 0.0
H 0.0 0.0 0.0
H 0.0 0.0 0.0
H -0.1 0.1 0.0
H 0.0 0.0 0.0
H 0.0 0.0 0.0
H 0.0 0.1 0.0
H 0.0 0.0 0.1
H 0.0 0.0 0.0
H 0.0 0.0 0.0
H 0.0 0.0 0.0
H 0.0 0.0 0.0
H 0.0 0.0 0.0
H -0.1 0.0 0.0
H 0.0 0.0 0.0
H 0.0 0.0 0.0
H 0.0 0.0 0.0
H 0.0 0.0 0.0
H 0.0 0.0 0.0
H 0.0 0.0 0.0
H 0.0 0.0 0.0
H 0.0 0.0 0.0
H 0.0 0.0 0.0
C 0.0 0.0 -0.2
O -0.1 -0.3 0.0
H 0.0 0.0 0.0
H 0.0 0.0 0.0
H 0.0 0.0 0.0

Calculated values
spin multiplicity: 5
max |F|: 0.9 eV/A
energy: -184378.22719 eV

Listing energy relative to the best compared isomer or geometry (same formula, charge and spin) for the structures above in their given order: 118.0, 0.0, 459.0, 24.8 kJ/mol.